# 1
This record from the Open Molecules 2025 dataset describes a 10-piece molecular cluster, C40H72O14 overall. The level of theory is ωB97M-V with the def2-TZVPD basis set.

Last column: Mulliken charge in e.
Positions of all 126 atoms, in Å:
1 O -3.02276 2.21239 -2.40709  -0.64
2 C -2.64126 1.17998 -2.87704  0.16
3 C -3.37780 0.25688 -3.83706  -0.55
4 C -2.59864 -1.05545 -3.69069  -0.13
5 C -1.21935 -0.58638 -3.24106  0.42
6 O -1.41931 0.67697 -2.59950  0.21
7 H -4.40387 0.16597 -3.49659  0.31
8 H -3.29845 0.69738 -4.82992  0.30
9 H -3.06875 -1.65990 -2.91343  -0.38
10 H -2.53151 -1.67130 -4.58602  0.52
11 H -0.76006 -1.27060 -2.52943  -0.21
12 H -0.51960 -0.45098 -4.06859  0.06
13 O 3.04967 6.45956 -2.89211  -0.55
14 C 2.03875 6.52566 -2.26221  0.37
15 C 1.17515 5.39308 -1.76383  0.66
16 C -0.16631 6.05689 -1.44720  0.05
17 C 0.25412 7.51477 -1.18324  -0.55
18 O 1.51318 7.70791 -1.85491  -0.38
19 H 1.10833 4.58461 -2.48941  -0.45
20 H 1.58559 4.90826 -0.87654  0.16
21 H -0.87378 6.01950 -2.27292  0.39
22 H -0.63784 5.66488 -0.54829  -0.29
23 H -0.46059 8.23872 -1.56483  0.33
24 H 0.42822 7.69931 -0.12193  0.29
25 O 1.26456 0.65948 3.38737  -0.57
26 C 0.21271 0.45560 3.91307  0.39
27 C -0.07054 -0.02807 5.31836  -0.54
28 C -1.58964 -0.05612 5.42734  -0.86
29 C -2.08396 0.13831 3.98238  0.51
30 O -0.94842 0.54814 3.21689  0.11
31 H 0.37130 -1.02066 5.39749  0.04
32 H 0.42865 0.61193 6.04246  0.48
33 H -1.98762 -0.95327 5.90137  0.37
34 H -1.97214 0.76648 6.03441  0.32
35 H -2.52345 -0.73796 3.50437  -0.41
36 H -2.84115 0.92211 3.91895  0.19
37 O 1.65882 2.13445 -0.99346  -0.66
38 C 1.16555 1.08150 -0.72684  -0.48
39 C -0.03818 0.80400 0.14366  1.06
40 C -0.12962 -0.70549 0.26723  3.26
41 C 1.12094 -1.20225 -0.50546  -0.08
42 O 1.63435 -0.08731 -1.24443  0.08
43 H 0.05393 1.42015 1.03324  -0.07
44 H -0.89283 1.16193 -0.43134  -0.54
45 H -0.02911 -1.03059 1.30268  -1.42
46 H -1.05339 -1.10471 -0.14379  -1.10
47 H 1.90039 -1.52251 0.18525  -0.80
48 H 0.90833 -2.02388 -1.18892  0.58
49 C -5.28844 -2.91726 0.47313  -0.34
50 C -5.57872 -1.42257 0.58547  -0.73
51 C -4.20329 -0.76723 0.32610  0.64
52 O -3.37705 -1.79522 -0.26113  -0.39
53 C -4.19902 -2.90918 -0.58276  -0.55
54 H -6.15958 -3.48424 0.14805  0.47
55 H -4.91424 -3.31956 1.41468  -0.09
56 H -6.00585 -1.08429 1.52818  0.42
57 H -6.27454 -1.10762 -0.19588  0.32
58 H -3.72263 -0.47489 1.26067  -0.59
59 H -4.26853 0.07225 -0.36642  0.03
60 H -3.59551 -3.81588 -0.62229  0.36
61 H -4.65162 -2.77048 -1.57713  0.35
62 C -2.13230 3.67313 1.61005  -0.24
63 C -2.49693 3.94064 3.07400  -0.36
64 C -3.94507 3.49861 3.13659  -0.70
65 O -4.02140 2.35519 2.28587  -0.53
66 C -3.09023 2.52825 1.21908  0.92
67 H -1.07374 3.43549 1.50461  0.30
68 H -2.31993 4.54445 0.98102  0.19
69 H -2.34725 4.97030 3.39603  0.46
70 H -1.90446 3.29146 3.72372  -0.10
71 H -4.63743 4.26552 2.76615  0.37
72 H -4.25565 3.22041 4.14436  0.36
73 H -3.63797 2.83444 0.31985  0.45
74 H -2.58340 1.59732 0.97107  -1.06
75 C 2.84861 -3.63489 2.03680  -0.57
76 C 4.16194 -3.34321 1.30171  0.40
77 C 4.96780 -2.55286 2.33502  -0.78
78 O 4.03738 -2.09181 3.32544  -0.53
79 C 2.71293 -2.40326 2.90801  0.76
80 H 2.95093 -4.51693 2.67348  0.45
81 H 2.02435 -3.80318 1.34269  0.21
82 H 3.96625 -2.70838 0.43269  -0.66
83 H 4.69176 -4.22828 0.95235  0.54
84 H 5.46016 -1.67027 1.92003  0.33
85 H 5.71990 -3.16987 2.83149  0.32
86 H 2.28674 -1.54342 2.37764  -0.36
87 H 2.08699 -2.56221 3.78586  -0.07
88 C 1.66080 2.13266 -4.46499  0.47
89 C 2.52146 0.94312 -4.91348  -0.01
90 C 3.54406 1.61617 -5.86370  -0.71
91 O 3.45292 3.01946 -5.64490  -0.48
92 C 2.67087 3.25932 -4.47715  -0.45
93 H 1.19363 1.94548 -3.49490  -0.47
94 H 0.83176 2.27796 -5.16347  0.24
95 H 1.93161 0.16763 -5.39865  0.59
96 H 3.09546 0.53939 -4.08047  -0.37
97 H 3.32800 1.45573 -6.92347  0.29
98 H 4.55659 1.24973 -5.66757  0.27
99 H 2.24004 4.25373 -4.59155  0.33
100 H 3.28257 3.25796 -3.56823  0.23
101 C -2.26169 -4.48932 2.80926  -0.59
102 C -2.28619 -4.24316 4.31969  -0.72
103 C -0.88997 -3.68384 4.53718  -0.64
104 O -0.61375 -2.89531 3.38314  0.06
105 C -1.51483 -3.24766 2.32546  0.39
106 H -3.28348 -4.55998 2.43818  0.25
107 H -1.71086 -5.40072 2.58003  0.35
108 H -2.50069 -5.12840 4.91388  0.44
109 H -2.99787 -3.44415 4.54299  0.23
110 H -0.12461 -4.46298 4.63222  0.33
111 H -0.84885 -3.07175 5.44144  0.27
112 H -0.93932 -3.48282 1.42599  0.13
113 H -2.18387 -2.42467 2.06182  -0.54
114 C 4.96201 -1.33449 -2.34021  -0.50
115 C 6.02696 -2.42259 -2.12688  -0.32
116 C 5.58198 -3.53317 -3.10731  -0.59
117 O 4.37608 -3.12049 -3.69924  -0.53
118 C 3.77535 -2.14393 -2.84639  0.35
119 H 5.28181 -0.63193 -3.10922  0.41
120 H 4.75556 -0.78757 -1.41975  0.24
121 H 5.99994 -2.80198 -1.10487  -0.04
122 H 7.02547 -2.03643 -2.32146  0.38
123 H 5.46621 -4.48980 -2.57782  0.30
124 H 6.32993 -3.72863 -3.87982  0.30
125 H 3.21874 -2.62099 -2.03080  0.02
126 H 3.10256 -1.56141 -3.46970  0.07

Frontier orbital gap (Eh): 0.339
HOMO (eV): -8.9
Net charge: 0
SMILES: O=C1CCCO1.O=C1CCCO1.O=C1CCCO1.O=C1CCCO1.C1CCOC1.C1CCOC1.C1CCOC1.C1CCOC1.C1CCOC1.C1CCOC1

---

# 2
This record from the Open Molecules 2025 dataset describes a 5-piece molecular cluster, C18H22Br6N2O4 overall. The level of theory is ωB97M-V with the def2-TZVPD basis set.

Last column: Mulliken charge in e.
Positions of all 52 atoms, in Å:
1 O 29.56553 -9.02257 10.83088  -0.58
2 N 29.42440 -8.76419 9.65384  0.95
3 O 30.31144 -8.41364 8.89909  -0.58
4 C 28.06394 -8.82870 9.10263  0.04
5 C 27.82153 -8.27704 7.85604  -0.52
6 C 26.55740 -8.38933 7.30442  -0.52
7 C 25.56761 -9.09624 7.97490  0.39
8 C 25.83736 -9.66495 9.21871  -0.64
9 C 27.09332 -9.52140 9.79013  -0.28
10 H 28.60156 -7.72535 7.35031  0.44
11 H 26.35153 -7.92594 6.34902  0.44
12 H 24.56763 -9.12302 7.55736  -0.06
13 H 25.07809 -10.23974 9.73082  0.42
14 H 27.28957 -9.97475 10.75035  0.45
15 O 22.53844 -3.97188 1.24466  -0.56
16 N 23.13874 -3.77886 0.20966  0.92
17 O 23.34812 -2.68798 -0.28028  -0.57
18 C 23.58458 -4.96198 -0.53594  0.27
19 C 23.74630 -4.86545 -1.89956  -0.59
20 C 24.13581 -5.99213 -2.59999  -0.33
21 C 24.37052 -7.19186 -1.92442  -0.62
22 C 24.28142 -7.23062 -0.54277  -0.12
23 C 23.83453 -6.12224 0.16428  -0.23
24 H 23.53282 -3.92068 -2.38012  0.41
25 H 24.21318 -5.95179 -3.67773  0.37
26 H 24.72052 -8.03046 -2.51182  0.37
27 H 24.34343 -8.15455 0.02209  0.22
28 H 23.66716 -6.17596 1.22940  0.41
29 Br 24.39178 -5.64673 6.13395  -0.13
30 C 24.49838 -5.61030 8.07477  -0.39
31 C 23.25685 -6.23690 8.62993  -0.28
32 Br 23.29595 -6.19520 10.55964  -0.15
33 H 24.61196 -4.57476 8.37485  0.41
34 H 25.37936 -6.19114 8.33171  0.22
35 H 23.18406 -7.28164 8.34276  -0.05
36 H 22.36798 -5.71324 8.28885  0.45
37 Br 23.98108 -8.47603 2.99308  -0.13
38 C 23.67974 -9.02908 4.82726  0.07
39 C 22.21294 -8.93109 5.07270  -0.66
40 Br 21.84494 -9.49990 6.88790  -0.18
41 H 24.23274 -8.31253 5.42643  -0.39
42 H 24.07572 -10.03245 4.93919  0.46
43 H 21.65677 -9.60906 4.43302  0.41
44 H 21.84057 -7.91777 4.98169  0.45
45 Br 25.13661 -11.93112 1.86203  -0.12
46 C 23.99351 -13.48543 1.85587  -0.59
47 C 22.54770 -13.13948 2.09575  -0.56
48 Br 22.25696 -12.36680 3.85097  -0.12
49 H 24.37840 -14.12604 2.64422  0.34
50 H 24.11071 -14.00313 0.90659  0.36
51 H 21.95676 -14.05238 2.12158  0.34
52 H 22.14324 -12.46357 1.35035  0.37

Energy above the lowest of the compared OMol25 structures with the same formula, charge and spin (kcal/mol): 0.0
Frontier orbital gap (Eh): 0.356
HOMO (eV): -10.2
Net charge: 0
SMILES: O=[N+]([O-])c1ccccc1.O=[N+]([O-])c1ccccc1.BrCCBr.BrCCBr.BrCCBr

---

# 3
This record from the Open Molecules 2025 dataset describes C30H23N5Ru as an isolated structure. The level of theory is ωB97M-V with the def2-TZVPD basis set.

Last column: Mulliken spin population.
Positions of all 59 atoms, in Å:
1 Ru -0.54730 0.54125 0.57799  2.55
2 C -1.72115 3.89396 3.09305  0.00
3 C -2.65400 4.52414 2.27911  0.03
4 C -3.03433 3.95171 1.07188  0.00
5 C -2.39572 2.77836 0.63032  0.05
6 N -1.42832 2.20593 1.46347  -0.02
7 C -1.10191 2.73932 2.67264  0.05
8 C -2.60898 2.12916 -0.68044  0.10
9 C -3.42395 2.57509 -1.73315  -0.03
10 C -3.60974 1.73828 -2.80943  0.08
11 C -3.06050 0.45135 -2.87383  -0.04
12 C -2.26310 0.01536 -1.81826  0.05
13 C -1.93108 0.84841 -0.75955  -0.26
14 H -1.42591 4.33324 4.07795  0.00
15 H -3.01367 5.50450 2.62224  0.00
16 H -3.82474 4.41033 0.44539  0.00
17 H -0.39351 2.22114 3.30146  0.00
18 H -3.93817 3.52252 -1.78340  0.00
19 H -4.16731 2.05626 -3.67713  0.00
20 H -3.32835 -0.20904 -3.67280  0.00
21 H -1.85429 -0.99510 -1.86891  0.01
22 C -2.46884 -2.82319 2.57670  -0.03
23 C -2.24186 -1.76520 1.69411  0.18
24 N -0.98047 -1.31365 1.43811  -0.02
25 C 0.06641 -2.05974 1.85083  0.09
26 C -0.08714 -3.16170 2.71234  0.07
27 C -1.38636 -3.51509 3.10409  0.06
28 C 1.05654 -3.78824 3.31775  0.19
29 C 2.32405 -3.76271 2.82812  0.29
30 C 2.78793 -3.52637 1.45465  -0.02
31 C 4.18815 -3.48026 1.16015  0.14
32 C 4.52990 -3.45268 -0.20353  -0.03
33 N 3.62144 -3.58441 -1.18417  0.11
34 C 2.36121 -3.67176 -0.77796  -0.02
35 N 1.86824 -3.58031 0.45571  0.07
36 H -3.50827 -3.00645 2.90521  0.00
37 H -3.05451 -1.22060 1.18810  0.00
38 H 1.05305 -1.77863 1.50604  0.02
39 H -1.49017 -4.28361 3.83515  0.00
40 H 0.80031 -4.43880 4.12820  0.01
41 H 3.07827 -3.94780 3.57201  0.00
42 H 4.97822 -3.42831 1.93625  0.00
43 H 5.55872 -3.32474 -0.55149  0.00
44 H 1.63859 -3.80165 -1.59546  0.00
45 C 1.36780 0.81085 0.04101  0.26
46 C 1.51378 1.21801 -1.35037  -0.12
47 C 1.99761 0.31256 -2.29080  0.09
48 C 2.15670 0.66324 -3.63369  -0.03
49 C 1.88348 1.94099 -4.07316  0.06
50 C 1.38951 2.87214 -3.13797  -0.03
51 C 1.22332 2.51344 -1.79829  0.08
52 C 2.30434 2.39711 -5.36523  -0.01
53 N 2.65974 2.81417 -6.37993  0.03
54 H 1.73747 1.61163 0.70319  0.02
55 H 1.92148 -0.12055 0.25412  -0.01
56 H 2.35766 -0.62138 -1.95279  -0.01
57 H 2.41578 -0.05606 -4.36883  0.00
58 H 1.21050 3.88309 -3.50002  0.00
59 H 0.89350 3.24051 -1.05679  0.01

Multiplicity: 5
Frontier orbital gap (spin up / spin down) (Eh): 0.150 / 0.099
HOMO (spin up / spin down) (eV): -12.2 / -13.2
Net charge: +2

---

# 4
This record from the Open Molecules 2025 dataset describes a 6-piece molecular cluster, C33H40N6O4S overall. The level of theory is ωB97M-V with the def2-TZVPD basis set.

Last column: Mulliken charge in e.
Positions of all 84 atoms, in Å:
1 C 2.08500 1.04543 1.50277  -0.92
2 C 1.57667 0.71178 0.00752  0.50
3 O 1.92818 1.41533 -0.95438  -0.52
4 N 0.66155 -0.47671 -0.09163  0.60
5 C -0.68521 0.09606 -0.29888  -0.05
6 C -1.13624 1.05780 -1.48223  -0.49
7 O -1.56029 -0.19028 0.56304  -0.70
8 C 1.07566 -1.39885 -1.14548  0.94
9 C 0.25903 -2.01822 -2.12220  -0.28
10 C 0.84710 -3.03055 -3.23700  -0.06
11 O 0.09412 -3.87063 -3.76370  -0.56
12 C 2.39614 -2.90047 -3.55195  -0.76
13 C 3.26402 -2.31207 -2.57005  0.46
14 C 4.80896 -2.25112 -2.93155  -0.98
15 C 5.42265 -0.76850 -3.01161  -0.52
16 C 6.60391 -0.69458 -1.89650  -0.50
17 S 6.70925 1.04394 -1.16917  -0.31
18 C 2.64500 -1.79884 -1.18058  0.45
19 O 3.40239 -1.76954 -0.18861  -0.66
20 H 1.77281 0.19715 2.21711  0.32
21 H 1.62099 1.99941 1.91281  0.39
22 H 3.23119 1.04492 1.52345  0.10
23 H -0.35510 1.23243 -2.28618  0.32
24 H -2.02488 0.53399 -1.99679  -0.04
25 H -1.56222 2.00285 -1.01482  0.34
26 H -0.85568 -1.82097 -2.15352  0.31
27 H 2.84211 -3.27782 -4.53788  0.27
28 H 5.37873 -2.89607 -2.17482  0.41
29 H 4.95385 -2.74110 -3.96170  0.34
30 H 5.93558 -0.67463 -4.03562  0.27
31 H 4.64136 0.04879 -2.87758  0.37
32 H 7.62136 -0.99562 -2.34196  0.38
33 H 6.36418 -1.36536 -0.99244  0.26
34 H 5.42003 1.52490 -1.36537  0.15
35 C -6.12596 0.90797 -2.71350  -0.66
36 C -7.03671 1.41936 -1.75752  -0.27
37 C -6.45666 1.27298 -0.52071  -0.96
38 N -5.23127 0.68795 -0.69511  0.29
39 C -5.01979 0.46693 -2.02910  -0.33
40 H -6.26347 0.86785 -3.78362  0.41
41 H -8.00881 1.84787 -1.95220  0.43
42 H -6.81005 1.53279 0.46633  0.56
43 H -4.58592 0.45682 0.04310  0.16
44 H -4.10394 0.01459 -2.37576  0.40
45 C 6.72179 2.44350 4.49791  -0.50
46 C 7.99844 2.82903 4.01993  -0.56
47 C 8.01703 2.59328 2.66680  -0.31
48 N 6.80106 2.07571 2.31143  0.17
49 C 6.00336 1.98587 3.42042  -0.30
50 H 6.36733 2.49603 5.51659  0.38
51 H 8.81323 3.23462 4.60103  0.38
52 H 8.78918 2.74773 1.92868  0.35
53 H 6.53431 1.80374 1.37766  0.16
54 H 4.99656 1.60368 3.34792  0.23
55 C -4.07099 -2.01897 4.15076  -0.63
56 C -5.24572 -1.31698 3.78489  -0.46
57 C -4.90337 -0.44276 2.78266  -0.34
58 N -3.56410 -0.58775 2.53356  0.14
59 C -3.05049 -1.55005 3.35928  -0.28
60 H -3.98167 -2.78332 4.90819  0.39
61 H -6.23221 -1.43824 4.20723  0.40
62 H -5.49570 0.26918 2.22787  0.16
63 H -3.03690 -0.06675 1.84789  0.35
64 H -2.00574 -1.81669 3.31393  0.41
65 C -6.81929 6.69782 -1.00974  -0.43
66 C -5.42941 6.44400 -1.11070  -0.64
67 C -5.24182 5.10141 -0.88840  -0.23
68 N -6.46581 4.53679 -0.65256  0.12
69 C -7.43372 5.50142 -0.72981  -0.53
70 H -7.31547 7.64939 -1.12973  0.38
71 H -4.65234 7.16326 -1.32314  0.38
72 H -4.34479 4.50118 -0.87667  0.35
73 H -6.62881 3.56087 -0.45382  0.25
74 H -8.47344 5.25465 -0.57794  0.34
75 C -0.03622 -6.22439 0.43088  -0.74
76 C 0.47265 -6.23652 1.75332  -0.49
77 C 1.35970 -5.19369 1.85563  -0.53
78 N 1.40382 -4.56216 0.64174  0.17
79 C 0.55985 -5.17415 -0.22348  -0.09
80 H -0.75822 -6.90574 0.00618  0.40
81 H 0.21765 -6.92924 2.54144  0.40
82 H 1.96155 -4.84878 2.68249  0.39
83 H 1.97232 -3.76528 0.41914  0.19
84 H 0.45677 -4.80970 -1.23383  0.30

Frontier orbital gap (Eh): 0.223
HOMO (eV): -8.2
Net charge: 0
SMILES: CC(=O)N(C(C)=O)C1=CC(=O)C=C(CCCS)C1=O.c1cc[nH]c1.c1cc[nH]c1.c1cc[nH]c1.c1cc[nH]c1.c1cc[nH]c1

---

# 5
This record from the Open Molecules 2025 dataset describes one molecule with the formula C2H3ClO2S. The level of theory is ωB97M-V with the def2-TZVPD basis set.

Last column: Mulliken charge in e.
Positions of all 9 atoms, in Å:
1 C -0.53670 -0.97529 -0.21035  -0.81
2 C -0.09001 0.51779 0.52302  0.54
3 O 1.94910 -0.32399 -0.73560  -0.57
4 O -0.01014 1.65617 -0.24713  -0.49
5 S 1.24247 -0.67657 0.46031  0.46
6 Cl -0.99691 0.82030 2.01865  -0.19
7 H -1.13085 -1.42082 0.48827  0.42
8 H -0.85672 -1.00541 -1.23211  0.28
9 H 0.42977 1.40782 -1.06507  0.36

Energy above the lowest of the compared OMol25 structures with the same formula, charge and spin (kcal/mol): 52.1
Frontier orbital gap (Eh): 0.361
HOMO (eV): -9.3
Net charge: 0

---

Number 1: E -2620.6572 Ha. Number 2: E -16553.4795 Ha. Number 3: E -1524.9070 Ha. Number 4: E -2308.9454 Ha. Number 5: E -1086.7678 Ha.